[1]
This record from the Open Molecules 2025 dataset describes a cluster of 6 separate species, C16H35Cl10N in total. The level of theory is the ωB97M-V functional and the def2-TZVPD basis.

The spin multiplicity is 1. Its HOMO energy is -8.28 eV. The SMILES is CCN(CC)CC.ClCCCl.ClCCCl.ClCCCl.ClCCCl.ClCCCl. The charge is 0. As for the energy relative to the best compared isomer or geometry (same formula, charge and spin): 6.2344 eV. The largest force on an atom is 13.7 eV Å⁻¹. As for the molecular weight: 595.99 g/mol.

Atoms and positions in Å:
C  -10.06  37.79  24.32
C  -8.82  38.72  24.32
N  -8.41  39.10  25.69
C  -7.06  39.23  25.93
C  -6.25  39.87  25.01
C  -9.18  40.31  26.01
C  -9.00  40.59  27.52
H  -10.92  38.37  24.42
H  -10.03  37.21  25.23
H  -10.13  37.03  23.53
H  -9.04  39.57  23.62
H  -7.95  38.10  24.02
H  -6.85  38.20  25.69
H  -6.62  39.26  27.03
H  -6.42  40.18  23.85
H  -5.19  39.36  25.00
H  -5.96  40.88  25.37
H  -10.27  40.34  25.67
H  -8.84  40.99  25.30
H  -8.35  41.17  27.68
H  -9.05  39.60  28.23
H  -9.86  41.08  27.93
Cl  -3.38  34.39  18.86
C  -3.86  35.86  19.69
C  -5.15  35.77  20.68
Cl  -6.39  35.20  19.68
H  -3.86  36.79  19.26
H  -3.05  36.13  20.43
H  -5.30  36.71  21.11
H  -5.00  35.21  21.47
Cl  -4.57  35.64  30.29
C  -3.04  35.24  29.46
C  -3.34  34.88  28.09
Cl  -4.15  36.26  27.11
H  -2.59  34.64  30.19
H  -2.49  36.23  29.53
H  -4.09  33.80  27.86
H  -2.40  34.79  27.80
Cl  -8.05  35.17  23.45
C  -6.53  35.63  24.33
C  -6.55  37.13  24.65
Cl  -6.39  38.03  23.13
H  -5.59  35.58  23.89
H  -6.42  34.98  25.32
H  -5.80  37.30  25.26
H  -7.59  37.49  25.10
Cl  -5.08  32.38  25.47
C  -6.22  31.16  26.08
C  -7.72  31.61  25.98
Cl  -8.18  31.55  24.23
H  -6.05  31.04  27.04
H  -6.12  30.14  25.54
H  -7.68  32.58  26.40
H  -8.60  31.08  26.30
Cl  -9.73  37.37  29.52
C  -8.46  36.67  28.45
C  -8.98  35.32  27.85
Cl  -7.78  34.70  26.78
H  -7.65  36.34  29.03
H  -8.25  37.40  27.65
H  -9.93  35.45  27.34
H  -9.06  34.64  28.75

---

[2]
This record from the Open Molecules 2025 dataset describes a structure of composition C16H35N5O8Pd. The level of theory is the ωB97M-V functional and the def2-TZVPD basis.

The spin multiplicity is 3. Its HOMO energy (spin up / spin down) is -8.06 / -7.43 eV. Its expectation value of S² is 2.0233. The charge is 0. As for the energy relative to the best compared isomer or geometry (same formula, charge and spin): 6.9658 eV. The largest force on an atom is 5.3 eV Å⁻¹. As for the molecular weight: 531.90 g/mol.

Atoms and positions in Å:
Pd  -0.76  1.26  -0.07
C  -2.02  5.56  -0.27
O  -1.20  5.02  -1.04
O  -2.36  4.88  0.70
O  -2.40  6.78  -0.31
C  -4.28  -0.16  -5.09
O  -3.81  0.13  -4.01
N  -5.56  0.14  -5.37
C  -5.94  0.20  -6.75
C  -6.42  0.72  -4.38
H  -3.71  -0.54  -5.95
H  -5.28  -0.44  -7.35
H  -6.00  1.23  -7.11
H  -6.84  -0.38  -6.98
H  -7.43  0.32  -4.43
H  -6.09  0.40  -3.39
H  -6.47  1.81  -4.42
C  1.46  -4.78  1.25
O  1.17  -3.79  0.62
N  2.26  -5.81  0.86
C  2.30  -7.01  1.65
C  3.04  -5.78  -0.40
H  0.97  -4.97  2.22
H  1.61  -7.09  2.48
H  3.33  -7.05  2.02
H  2.15  -7.95  1.13
H  4.09  -5.68  -0.13
H  2.98  -6.69  -1.01
H  2.88  -4.96  -1.10
C  3.77  2.14  4.07
O  2.67  2.14  3.44
N  4.65  3.08  3.87
C  5.91  3.13  4.61
C  4.56  3.89  2.69
H  4.03  1.41  4.85
H  6.22  4.13  4.90
H  6.66  2.67  3.97
H  5.89  2.48  5.49
H  3.53  4.08  2.39
H  4.96  4.87  2.95
H  5.16  3.54  1.84
C  4.38  1.66  -3.90
O  3.42  1.03  -3.28
N  5.66  1.67  -3.44
C  6.80  2.26  -4.24
C  6.28  0.91  -2.30
H  4.35  2.25  -4.83
H  7.58  2.93  -3.89
H  6.47  2.80  -5.13
H  7.23  1.32  -4.56
H  6.85  1.44  -1.54
H  5.48  0.47  -1.70
H  6.92  0.10  -2.66
C  -5.28  -1.29  3.99
O  -4.70  -0.70  3.10
N  -6.55  -0.99  4.40
C  -7.18  -1.68  5.55
C  -7.42  -0.07  3.64
H  -4.82  -2.13  4.52
H  -7.67  -0.93  6.17
H  -6.43  -2.24  6.12
H  -7.91  -2.39  5.16
H  -7.00  0.63  2.93
H  -8.24  -0.57  3.12
H  -7.92  0.60  4.35

---

[3]
This record from the Open Molecules 2025 dataset describes a cluster of 3 separate species, C16H35N6O6 in total. The level of theory is the ωB97M-V functional and the def2-TZVPD basis.

The spin multiplicity is 1. Its HOMO energy is -11.60 eV. The charge is +1. As for the energy relative to the best compared isomer or geometry (same formula, charge and spin): 0.0000 eV. The largest force on an atom is 0.3 eV Å⁻¹. As for the molecular weight: 407.49 g/mol.

Atoms and positions in Å:
C  4.06  -0.55  0.72
C  5.21  0.45  0.87
C  4.83  1.77  1.55
C  5.23  3.03  0.80
N  4.55  3.24  -0.52
N  3.42  2.44  -0.71
C  2.23  2.95  -0.43
N  1.07  2.29  -0.50
C  0.14  3.15  -0.13
C  -1.31  2.86  -0.01
C  -2.25  4.01  -0.42
C  -3.32  3.59  -1.44
C  -3.94  2.22  -1.18
N  -3.19  1.17  -1.87
N  0.69  4.34  0.17
N  2.04  4.21  -0.02
H  3.49  -0.41  -0.20
H  3.35  -0.44  1.55
H  4.41  -1.58  0.74
H  5.62  0.67  -0.12
H  6.01  -0.03  1.44
H  3.77  1.79  1.79
H  5.34  1.85  2.52
H  6.30  3.03  0.61
H  5.01  3.90  1.42
H  5.20  3.03  -1.27
H  3.45  1.50  -1.06
H  -1.48  1.96  -0.61
H  -1.48  2.59  1.03
H  -2.74  4.42  0.46
H  -1.67  4.83  -0.86
H  -2.90  3.62  -2.45
H  -4.11  4.34  -1.43
H  -3.88  1.99  -0.11
H  -5.00  2.23  -1.43
H  -3.57  0.25  -1.67
H  -3.22  1.31  -2.87
H  0.26  5.19  0.49
H  2.72  4.94  0.12
C  -6.03  -3.86  -0.36
O  -6.46  -3.87  -1.73
C  -5.89  -2.94  -2.49
O  -5.07  -2.13  -2.13
O  -6.37  -3.06  -3.72
C  -5.84  -2.13  -4.66
H  -6.58  -4.67  0.12
H  -4.96  -4.05  -0.29
H  -6.27  -2.91  0.11
H  -4.77  -2.25  -4.76
H  -6.08  -1.11  -4.36
H  -6.33  -2.36  -5.61
C  3.06  -6.30  4.39
O  2.34  -6.03  3.18
C  2.20  -4.74  2.90
O  2.61  -3.82  3.55
O  1.52  -4.63  1.75
C  1.28  -3.28  1.36
H  3.09  -7.38  4.47
H  4.07  -5.90  4.33
H  2.54  -5.87  5.24
H  2.22  -2.76  1.21
H  0.68  -2.76  2.10
H  0.73  -3.34  0.42

---

[4]
This record from the Open Molecules 2025 dataset describes a structure of composition C16H35NOP2SiV. The level of theory is the ωB97M-V functional and the def2-TZVPD basis.

The spin multiplicity is 2. Its HOMO energy (spin up / spin down) is -5.88 / -5.62 eV. Its expectation value of S² is 1.0436. The charge is 0. As for the energy relative to the best compared isomer or geometry (same formula, charge and spin): 4.3396 eV. The largest force on an atom is 4.7 eV Å⁻¹. As for the molecular weight: 398.44 g/mol.

Atoms and positions in Å:
V  -0.14  -0.22  0.21
Si  1.30  -1.38  -1.35
P  -0.17  1.10  -2.26
P  0.31  -1.72  1.75
H  -0.77  -0.01  -1.25
C  -1.35  2.46  -2.08
H  -1.36  3.07  -3.00
H  -1.06  3.07  -1.22
H  -2.35  2.06  -1.89
C  -0.42  0.50  -4.00
H  -0.41  1.37  -4.69
H  -1.39  -0.02  -4.04
H  0.39  -0.20  -4.28
C  1.39  2.05  -2.47
H  1.33  2.67  -3.39
H  2.26  1.39  -2.55
H  1.53  2.71  -1.61
C  -0.58  -1.33  3.28
H  -0.19  -1.96  4.09
H  -1.65  -1.49  3.14
H  -0.41  -0.28  3.53
C  -0.01  -3.47  1.46
H  0.09  -3.99  2.41
H  0.70  -3.89  0.74
H  -1.03  -3.63  1.08
C  2.00  -1.60  2.37
H  2.09  -2.24  3.24
H  2.23  -0.58  2.66
H  2.73  -1.91  1.63
C  0.68  -2.88  -2.32
H  -0.12  -2.59  -3.01
H  0.34  -3.68  -1.65
H  1.53  -3.25  -2.89
H  2.15  -0.73  -2.34
H  2.32  -2.03  -0.46
C  -2.82  -1.05  -0.25
O  -2.32  -0.94  0.92
C  -3.76  0.07  -0.75
H  -4.22  -0.15  -1.73
H  -3.38  1.12  -0.73
H  -4.62  0.00  -0.06
C  -2.72  -2.36  -0.99
H  -3.12  -3.11  -0.32
H  -1.73  -2.68  -1.33
H  -3.42  -2.38  -1.83
N  0.13  1.50  0.63
C  0.89  2.21  1.46
C  2.27  2.41  1.15
C  3.03  3.12  2.05
C  2.49  3.55  3.25
C  1.17  3.30  3.59
C  0.34  2.60  2.73
H  2.66  2.01  0.20
H  4.05  3.32  1.78
H  3.12  4.11  3.96
H  0.73  3.62  4.52
H  -0.71  2.36  2.92

---

[5]
This record from the Open Molecules 2025 dataset describes a cluster of 9 separate species, C16H36F6N4O23PS5 in total. The level of theory is the ωB97M-V functional and the def2-TZVPD basis.

The spin multiplicity is 1. Its HOMO energy is -8.15 eV. The charge is -1. The largest force on an atom is 5.8 eV Å⁻¹. As for the molecular weight: 957.77 g/mol.

Atoms and positions in Å:
P  -19.19  9.90  13.50
F  -18.42  11.15  12.70
F  -17.81  9.03  13.39
F  -18.72  10.52  14.91
F  -20.00  8.78  14.40
F  -20.56  10.74  13.67
F  -19.64  9.26  12.07
C  -24.48  10.74  10.65
O  -25.23  10.56  9.76
N  -23.53  11.68  10.79
N  -24.39  10.02  11.75
H  -23.33  12.28  10.00
H  -22.88  11.63  11.56
H  -23.75  10.21  12.51
H  -24.95  9.19  11.81
C  -13.64  10.38  11.74
O  -12.69  10.95  11.27
N  -13.85  10.38  13.00
N  -14.67  10.00  11.05
H  -13.05  10.61  13.57
H  -14.70  9.96  13.36
H  -15.49  9.58  11.45
H  -14.81  10.17  10.06
C  -17.78  3.88  14.02
C  -18.80  4.16  12.91
O  -19.12  2.87  12.36
S  -17.79  1.95  12.36
O  -16.91  2.30  11.26
O  -18.06  0.59  12.53
O  -17.30  2.59  13.85
H  -18.20  3.98  15.02
H  -17.03  4.67  13.94
H  -18.56  4.96  12.20
H  -19.82  4.33  13.26
C  -15.51  15.33  14.33
C  -14.32  15.31  13.44
O  -13.92  16.67  13.43
S  -15.26  17.73  13.37
O  -15.68  18.21  12.05
O  -15.08  18.68  14.46
O  -16.28  16.52  13.87
H  -15.23  15.41  15.38
H  -16.12  14.43  14.27
H  -14.71  15.07  12.45
H  -13.47  14.66  13.67
C  -16.54  7.59  20.00
C  -17.79  7.42  19.05
O  -18.57  6.40  19.67
S  -17.58  5.17  20.29
O  -17.20  4.22  19.30
O  -17.96  4.53  21.57
O  -16.37  6.35  20.54
H  -16.68  8.18  20.91
H  -15.59  7.98  19.64
H  -17.38  7.07  18.10
H  -18.38  8.32  18.86
C  -23.52  4.64  10.57
C  -24.51  5.01  9.47
O  -25.77  4.65  9.95
S  -25.90  4.65  11.61
O  -26.12  3.30  12.17
O  -26.59  5.84  12.13
O  -24.26  5.03  11.75
H  -22.61  5.24  10.61
H  -23.24  3.59  10.57
H  -24.23  4.31  8.68
H  -24.40  6.05  9.16
C  -23.93  7.99  17.71
C  -25.38  7.41  17.84
O  -25.42  7.12  19.19
S  -24.79  8.34  20.11
O  -23.99  7.81  21.21
O  -25.86  9.27  20.47
O  -23.94  8.90  18.80
H  -23.80  8.38  16.70
H  -23.19  7.19  17.73
H  -25.33  6.51  17.24
H  -26.17  8.10  17.54
C  -26.12  12.78  15.26
C  -26.23  13.02  16.74
C  -27.60  13.71  16.78
O  -27.57  14.57  15.64
C  -26.93  13.87  14.55
H  -26.64  11.88  14.96
H  -25.10  12.64  14.89
H  -25.47  13.60  17.26
H  -26.45  12.06  17.20
H  -27.83  14.30  17.67
H  -28.45  13.04  16.74
H  -26.35  14.47  13.86
H  -27.72  13.43  13.94

---

[6]
This record from the Open Molecules 2025 dataset describes a cluster of 2 separate species, C16H37BN5O6S2 in total. The level of theory is the ωB97M-V functional and the def2-TZVPD basis.

The spin multiplicity is 1. Its HOMO energy is -10.03 eV. The charge is +1. The largest force on an atom is 0.9 eV Å⁻¹. As for the molecular weight: 470.45 g/mol.

Atoms and positions in Å:
C  -1.16  0.81  3.03
C  -2.00  0.18  2.24
N  -1.53  -0.58  1.10
B  -0.85  -1.91  1.43
N  -1.34  -3.08  0.78
O  0.18  -1.82  2.29
C  -1.69  -0.18  -0.15
N  -1.13  -0.87  -1.20
C  0.27  -0.67  -1.66
C  1.01  0.54  -1.07
C  1.83  0.26  0.20
C  2.95  1.28  0.40
O  4.18  0.71  -0.07
C  5.25  0.63  0.78
C  5.73  1.93  1.36
O  5.79  -0.43  0.95
N  -2.41  0.96  -0.42
N  -3.70  1.12  0.16
C  -4.53  -0.09  0.24
C  -6.00  0.30  0.32
C  -6.34  1.35  1.38
C  -5.90  0.99  2.80
S  -2.58  1.40  -2.11
C  -3.36  2.97  -1.94
O  -3.49  0.47  -2.71
O  -1.26  1.57  -2.63
H  -1.54  1.33  3.90
H  -0.09  0.81  2.85
H  -3.06  0.13  2.43
H  -2.29  -3.38  0.95
H  -0.73  -3.89  0.85
H  0.32  -2.61  2.82
H  -1.41  -1.84  -1.18
H  0.24  -0.58  -2.74
H  0.84  -1.57  -1.42
H  0.34  1.38  -0.90
H  1.69  0.87  -1.85
H  2.28  -0.73  0.15
H  1.18  0.31  1.08
H  2.75  2.19  -0.18
H  3.03  1.57  1.44
H  6.29  2.46  0.59
H  4.92  2.58  1.69
H  6.40  1.72  2.20
H  -3.62  1.63  1.03
H  -4.37  -0.66  -0.68
H  -4.27  -0.72  1.09
H  -6.58  -0.61  0.48
H  -6.29  0.69  -0.66
H  -7.41  1.53  1.37
H  -5.89  2.31  1.09
H  -6.38  1.65  3.52
H  -4.83  1.10  2.95
H  -6.20  -0.04  3.05
H  -3.04  3.53  -2.82
H  -4.43  2.82  -1.92
H  -3.03  3.45  -1.02
C  6.94  -1.85  -3.72
S  7.66  -2.99  -2.53
O  7.53  -4.35  -3.11
C  6.36  -2.82  -1.30
H  7.59  -1.85  -4.59
H  5.95  -2.20  -3.99
H  6.90  -0.85  -3.29
H  5.41  -3.11  -1.75
H  6.32  -1.80  -0.93
H  6.60  -3.49  -0.48